{"formula": "C17H23CrN2Se", "method": "ωB97M-V/def2-TZVPD", "multiplicity": 5, "s_squared": 6.0251, "e_homo_ev": [-3.73, -3.94], "e_lumo_ev": [3.03, 3.00], "total_charge": -1, "relative_energy_ev": 0.349, "elements": ["Se", "Cr", "N", "N", "C", "C", "C", "C", "C", "C", "C", "C", "C", "C", "C", "C", "C", "C", "C", "C", "C", "H", "H", "H", "H", "H", "H", "H", "H", "H", "H", "H", "H", "H", "H", "H", "H", "H", "H", "H", "H", "H", "H", "H"], "coordinates": [[0.7018, 3.0514, -3.6055], [-0.0937, -0.0842, -0.0871], [-1.2986, 0.9678, 1.1138], [0.0143, 1.2290, -1.4258], [0.2293, -2.3519, -1.1112], [2.3450, -1.1209, -2.0540], [-3.1303, 1.6813, 2.2081], [2.9231, -0.8127, 0.9896], [-3.2786, -0.5246, 0.8301], [1.6499, -1.3739, 0.4215], [0.4896, -2.2032, 2.6128], [-0.9729, 2.1228, 1.7753], [-0.2732, -2.6149, 0.1729], [1.3940, -1.5391, -0.9683], [0.5747, -1.9755, 1.1297], [-0.3814, -2.8552, -2.3862], [0.2864, 1.9600, -2.2971], [0.4043, 2.7040, 1.6607], [-1.4222, -3.5239, 0.4897], [-2.0704, 2.5926, 2.4631], [-2.6146, 0.6991, 1.3907], [1.8605, -1.1201, -3.0302], [0.5437, 3.5103, 2.3812], [1.2583, -1.6402, 3.1414], [3.7458, -1.5184, 0.8329], [-4.1396, 1.7411, 2.5909], [3.2109, -1.7892, -2.1013], [0.1148, -2.4324, -3.2589], [2.7131, -0.1081, -1.8813], [-1.1388, -4.5690, 0.3249], [-0.4767, -1.8934, 3.0169], [3.2015, 0.1280, 0.5101], [-1.7246, -3.4235, 1.5320], [2.8378, -0.6287, 2.0602], [-4.3505, -0.3616, 0.7097], [0.5764, 3.1021, 0.6574], [-3.1363, -1.3929, 1.4809], [-2.1158, 3.4875, 3.0671], [-2.8534, -0.7620, -0.1499], [1.1599, 1.9329, 1.8460], [-0.3054, -3.9450, -2.4484], [-1.4418, -2.5984, -2.4479], [0.6294, -3.2626, 2.8473], [-2.2936, -3.3195, -0.1367]]}

---

{"formula": "C17H23F16I2NbO11P2", "method": "ωB97M-V/def2-TZVPD", "multiplicity": 1, "e_homo_ev": -1.50, "e_lumo_ev": 3.31, "total_charge": -2, "elements": ["I", "I", "Nb", "P", "P", "F", "F", "F", "F", "F", "F", "F", "F", "F", "F", "F", "F", "F", "F", "F", "F", "O", "O", "O", "O", "O", "O", "O", "O", "O", "O", "O", "C", "C", "C", "C", "C", "C", "C", "C", "C", "C", "C", "C", "C", "C", "C", "C", "C", "H", "H", "H", "H", "H", "H", "H", "H", "H", "H", "H", "H", "H", "H", "H", "H", "H", "H", "H", "H", "H", "H", "H"], "coordinates": [[3.6888, 2.6511, 0.5270], [5.0193, 3.8386, -4.1271], [1.2299, 3.6459, -0.5649], [1.8522, 6.0722, 0.0129], [0.1980, 3.4154, 1.8285], [-3.3770, -4.0444, 5.1359], [-2.1331, -2.9412, -3.9450], [-2.1326, -2.7252, 3.9327], [-1.7475, 1.1358, 6.6742], [-0.0782, -0.8187, 4.2751], [2.2232, -4.5541, -3.3773], [0.7145, 0.8279, 5.4613], [-0.8182, -0.7765, 7.0641], [0.8098, -3.8699, -5.6378], [3.1340, -6.5084, -3.6985], [-0.8309, -4.8900, 4.9056], [-0.1441, -3.0729, -3.0766], [-0.0639, -3.0946, 5.8543], [0.7413, -7.7235, -3.0757], [0.6590, -6.4757, -4.8409], [-0.2051, -1.9522, -5.5523], [-0.3987, 1.8831, 2.1793], [1.3055, 3.6253, 2.8075], [0.7474, 1.7468, -1.0650], [-0.2755, -5.7904, -2.9124], [-0.6440, 4.9289, -2.6517], [-1.6145, 4.4599, -0.7420], [-2.5536, -0.6172, 5.6367], [0.4809, 6.8371, 0.6392], [-2.5285, 0.8301, -2.3425], [3.2811, 1.7834, -2.8944], [-0.9428, 4.4816, 2.2363], [3.2437, 2.9550, -3.0291], [-0.4179, 0.2997, 4.9522], [-0.6350, 4.5057, -1.4719], [3.0993, 6.1792, 1.3812], [2.1918, 3.9279, -2.6285], [-1.1488, -3.8734, 5.7482], [-1.3854, -0.0254, 6.0909], [0.7859, -6.4363, -3.5011], [-1.2363, -5.0655, -3.6778], [-0.3848, -3.2824, -5.4206], [-0.6209, 1.3755, -1.0371], [-2.9128, -1.9349, 6.0130], [-0.9402, -3.5923, -4.0264], [2.1312, -5.8516, -3.0619], [-0.3363, 0.3726, -3.2592], [-1.2017, 1.3331, -2.4386], [-2.3641, -3.1225, 5.1945], [3.1284, 5.3151, 2.0381], [-1.1292, 2.3004, -2.9344], [-0.6666, 0.3369, -0.6795], [-1.3752, -4.3040, 6.7286], [-3.9887, -1.9599, 5.8434], [4.0962, 6.4124, 1.0236], [-1.2486, 1.9536, -0.3644], [-0.8628, 1.0099, 4.2485], [-2.9683, 1.0792, -3.1569], [-0.8150, 4.7138, 3.1632], [-0.6873, 0.3929, -4.2941], [2.8076, 7.0310, 2.0054], [1.4712, 3.9432, -3.4463], [-2.7853, -2.0929, 7.0845], [0.6864, 0.7326, -3.2816], [-0.3823, -0.6349, -2.8699], [0.7766, 7.7011, 0.9418], [-1.0834, -3.6063, -6.1987], [2.2593, -5.9599, -1.9829], [-2.1020, -5.0235, -3.0192], [2.6621, 4.9060, -2.6381], [0.3058, 1.3134, 1.8435], [-1.5634, -5.6329, -4.5489]]}

---

{"formula": "C17H23N3O2", "method": "ωB97M-V/def2-TZVPD", "multiplicity": 1, "e_homo_ev": -7.78, "e_lumo_ev": 0.73, "total_charge": 0, "smiles": "CCN1CCC[C@@H]1CNC(=O)c1cc2ccc(OC)cc2[nH]1", "relative_energy_ev": 1.418, "elements": ["O", "O", "N", "N", "N", "C", "C", "C", "C", "C", "C", "C", "C", "C", "C", "C", "C", "C", "C", "C", "C", "C", "H", "H", "H", "H", "H", "H", "H", "H", "H", "H", "H", "H", "H", "H", "H", "H", "H", "H", "H", "H", "H", "H", "H"], "coordinates": [[3.6041, 5.8282, 2.4096], [1.4043, -0.3756, -1.4361], [2.0592, 1.7605, 0.1527], [0.1491, -1.3233, 0.1990], [-2.1677, -3.5459, -1.7044], [2.9314, 4.6526, 2.2516], [-2.8176, -1.7021, -3.0653], [2.2143, 2.7005, 1.1158], [0.9376, -0.3463, -0.3061], [4.3928, 6.2966, 1.3448], [-2.2984, -3.1417, -3.0964], [-2.9190, -5.0273, 0.0953], [2.1698, 4.2591, 3.3737], [2.9613, 3.8765, 1.1090], [-0.2955, -2.4526, -0.5788], [1.4469, 2.2950, 2.2365], [-3.3142, -4.2416, -1.1513], [-1.7796, -2.3448, -0.9673], [0.8310, 1.0674, 1.8888], [1.4364, 3.1033, 3.3787], [1.2270, 0.7666, 0.6071], [-2.0418, -1.1248, -1.8830], [-2.9438, -3.8251, -3.6468], [-4.1465, -3.5585, -0.9064], [-0.2507, -1.1976, 1.1140], [-3.8912, -1.6960, -2.8669], [3.7895, 6.4880, 0.4511], [2.1904, 4.9109, 4.2326], [4.8308, 7.2319, 1.6897], [-2.0945, -5.6946, -0.1396], [-2.6065, -4.3624, 0.8966], [2.4661, 1.7365, -0.7687], [-3.6701, -4.9464, -1.9062], [-1.3015, -3.1625, -3.5483], [0.8606, 2.8182, 4.2460], [-2.3711, -2.2660, -0.0469], [-0.1380, -3.3751, -0.0130], [3.5321, 4.1483, 0.2357], [-2.6316, -1.1676, -3.9940], [0.3171, -2.4820, -1.4813], [5.1939, 5.5920, 1.0976], [-3.7624, -5.6166, 0.4468], [-2.5921, -0.3408, -1.3647], [-1.0935, -0.7104, -2.2238], [0.1814, 0.4957, 2.5226]]}

---

{"formula": "C17H23N3O3", "method": "ωB97M-V/def2-TZVPD", "multiplicity": 1, "e_homo_ev": -8.49, "e_lumo_ev": 0.37, "total_charge": 0, "smiles": "CC(=O)Nc1cccc(NC(=O)[C@H]2CC(=O)N(C(C)(C)C)C2)c1", "relative_energy_ev": 0.342, "elements": ["O", "O", "O", "N", "N", "N", "C", "C", "C", "C", "C", "C", "C", "C", "C", "C", "C", "C", "C", "C", "C", "C", "C", "H", "H", "H", "H", "H", "H", "H", "H", "H", "H", "H", "H", "H", "H", "H", "H", "H", "H", "H", "H", "H", "H", "H"], "coordinates": [[0.6651, -1.5978, -0.4983], [-7.2266, -0.4816, 0.7758], [3.0222, 1.9418, 1.3991], [3.4029, 0.2908, -0.1488], [-5.4916, 0.7612, -0.0343], [-0.8491, 0.0673, -0.8720], [5.0691, -1.5245, -0.3145], [-2.1587, -1.7700, 0.0920], [-3.3870, -2.2237, 0.5373], [-4.5114, -1.4197, 0.5089], [2.7578, 1.3498, 0.3744], [1.4454, 0.4827, -1.4471], [4.5439, -0.3532, 0.5155], [2.8331, -0.1654, -1.3985], [4.0759, -0.8688, 1.8799], [5.6591, 0.6846, 0.6852], [0.3948, -0.4818, -0.8758], [-4.4075, -0.1201, 0.0218], [-3.1767, 0.3443, -0.4311], [-2.0520, -0.4729, -0.3978], [-6.7921, 0.5551, 0.3348], [1.6095, 1.7196, -0.5645], [-7.6439, 1.7918, 0.1250], [5.2956, 1.5277, 1.2648], [5.9937, 1.0432, -0.2863], [-8.6643, 1.5749, 0.4263], [3.2430, -1.5567, 1.7507], [-7.6352, 2.0835, -0.9232], [4.3367, -2.3248, -0.3769], [-1.2905, -2.4047, 0.1228], [3.7498, -0.0378, 2.4983], [3.4503, 0.1553, -2.2470], [-5.2663, 1.6791, -0.3925], [5.3427, -1.2093, -1.3184], [5.9580, -1.9220, 0.1689], [4.8868, -1.3865, 2.3849], [-3.4697, -3.2304, 0.9170], [6.5045, 0.2419, 1.2045], [1.9095, 2.5945, -1.1453], [-7.2629, 2.6166, 0.7240], [-3.0927, 1.3553, -0.8110], [1.1540, 0.7330, -2.4708], [-5.4613, -1.7844, 0.8588], [0.7289, 1.9823, 0.0205], [-0.9280, 1.0116, -1.2250], [2.7352, -1.2520, -1.4123]]}

---

{"formula": "C17H23N3O3", "method": "ωB97M-V/def2-TZVPD", "multiplicity": 1, "e_homo_ev": -7.60, "e_lumo_ev": -0.56, "total_charge": 0, "relative_energy_ev": 21.897, "elements": ["O", "O", "O", "N", "N", "N", "C", "C", "C", "C", "C", "C", "C", "C", "C", "C", "C", "C", "C", "C", "C", "C", "C", "H", "H", "H", "H", "H", "H", "H", "H", "H", "H", "H", "H", "H", "H", "H", "H", "H", "H", "H", "H", "H", "H", "H"], "coordinates": [[2.9352, 3.4125, 0.4322], [-5.0613, 1.6663, -1.0451], [-2.8911, 0.1183, -1.6619], [3.3815, 1.1233, 0.1611], [-2.9207, -1.0051, 0.6559], [0.3732, -2.2165, 0.5943], [-1.0089, -1.1052, -2.4333], [-1.9453, -1.3495, 0.0297], [-5.3450, 1.0571, 1.3324], [2.8661, -0.2799, 0.1475], [-6.0237, 2.5142, -0.4419], [1.2849, 1.6337, 0.9125], [-3.3842, 0.0227, -0.2123], [5.0239, 1.1823, -1.7340], [-6.1921, 2.0408, 0.9903], [4.8258, 1.2179, -0.4698], [1.2864, 0.3951, 0.4385], [-1.1728, -2.3858, 0.7649], [-4.5201, 1.0524, 0.0289], [0.5062, -0.8476, 1.3998], [-1.9738, -0.9350, -1.1342], [2.5597, 2.0936, 0.7045], [1.2038, -3.1733, 0.9983], [1.2120, -3.3404, 1.8960], [-0.1774, -1.7734, -2.0997], [5.6029, 0.6419, 0.2269], [-6.9801, 2.3648, 1.5605], [-6.5007, 3.1399, -1.0171], [-0.5242, -0.2947, 1.7730], [2.2204, -2.7878, 0.6958], [1.3905, 1.5377, 2.0909], [1.0450, -3.9283, 0.3810], [6.1580, 1.3645, -2.1048], [1.0221, -1.0441, 2.2414], [-0.7462, -0.3895, -3.1678], [-1.5152, -2.5149, 1.7377], [4.4875, 1.9554, -2.3933], [0.4373, 2.0675, 0.7209], [3.0445, -0.7404, -0.7365], [-1.0591, -3.5032, 0.2247], [0.7788, 0.3103, -0.6726], [4.9626, 2.4841, -0.1292], [-1.5810, -1.9333, -2.9062], [-5.1345, 0.5253, 2.1545], [4.7778, 0.1295, -2.1268], [3.2714, -0.5034, 1.1924]]}